13
Properties=species:S:1:pos:R:3 method="wB97M-V/def2-TZVPD" energy_ev=-6767.50282 smiles=CN.O.O largest_force_ev_per_a=1.08 charge=0 gap_ev=9.04
C -0.74275 -1.79920 -0.79721
N -0.40713 -1.40428 0.54595
H -0.53712 -0.97139 -1.47508
H -1.83069 -1.89378 -0.86252
H -0.33002 -2.72937 -1.18650
H -0.99433 -1.71734 1.29626
H 0.55797 -1.30077 0.74723
O -1.15925 2.58277 -0.73403
H -0.73427 3.32374 -0.28492
H -0.47039 1.94752 -0.88744
O 1.89473 1.10247 1.21806
H 2.74491 0.91707 1.63961
H 2.00834 1.94256 0.78058